Computed, not measured: a 11-piece molecular cluster, C54H137N11O11 overall at a distorted geometry, with the ωB97M-V functional and the def2-TZVPD basis.

Geometry as XYZ:
```
213
Properties=species:S:1:pos:R:3:forces:R:3:mulliken_charge:R:1
H -4.92153 -1.61660 -2.99738 -0.1 -0.3 -0.4 0.33
H 3.53727 -6.10139 4.85109 0.4 -0.7 0.3 0.49
H 8.04259 -0.29054 5.18744 0.5 0.1 0.3 0.40
H -2.14148 10.44138 0.30974 0.3 0.2 -0.2 0.32
N -4.57876 5.00708 -6.45391 -0.5 0.5 -0.6 -0.75
C -3.28046 -7.67457 -6.83027 -0.5 -0.5 -0.4 -1.49
H 2.07729 -5.43827 4.52959 -0.9 -0.1 0.2 0.41
H -6.55472 -1.14141 -1.56229 -0.1 -0.1 0.7 0.27
H 2.44817 -4.11728 10.26960 -0.4 0.2 0.1 0.39
H 2.11336 -7.20423 4.67514 0.1 0.0 0.2 0.40
H 9.07782 1.41486 3.35312 0.5 0.0 0.9 0.21
C -1.51914 1.52644 6.78551 1.0 -1.0 -0.1 -0.76
H 0.36029 -5.34102 7.00009 -0.7 -0.3 -0.4 0.34
H -2.73963 3.31152 -7.13899 -0.2 -0.4 0.1 0.36
H 8.15246 -7.00526 -1.04892 0.0 -0.3 -0.2 0.30
H -3.10880 -7.90331 -5.77846 0.4 0.3 -0.1 0.35
H -1.35613 2.64068 0.75339 -0.1 0.5 -0.3 0.32
C 8.05816 1.09082 3.56143 -0.4 1.2 0.8 0.67
O 1.99537 -3.71603 6.25442 -0.3 -0.4 1.3 -0.43
H -7.14202 -1.17548 -3.72576 -0.5 -0.5 0.1 0.15
C -3.29925 -6.21172 -7.24910 0.4 -0.5 1.3 0.34
H 4.69262 -2.96869 9.20245 0.1 0.0 -0.2 0.37
H 9.58560 -1.89742 5.55128 -0.2 -0.5 -0.1 0.30
H -5.01147 5.05620 -9.27082 0.0 -0.1 -0.5 0.30
O 2.03314 1.73881 -7.63772 0.6 -1.3 0.8 -0.25
H 1.92104 2.10792 -9.56456 -0.2 -0.3 -0.8 0.32
H -3.75019 9.88897 -1.12723 0.5 0.2 -0.4 0.27
C -5.04292 7.52474 2.18903 0.4 -0.1 -0.6 -1.90
H 6.92692 2.98536 4.16344 0.1 -0.2 -0.9 0.40
H 0.20542 -4.77373 -5.38135 -0.1 -0.5 -0.2 0.30
H -2.59595 -8.20500 -7.49223 0.4 -0.2 0.3 0.37
C 0.46226 2.84171 6.18610 -0.5 -2.0 -0.2 -0.76
H 1.12665 1.60523 1.21356 -0.1 0.4 0.3 0.29
H 2.44457 -3.52566 5.42763 0.4 -0.1 0.0 0.33
H 6.53840 -2.77776 -0.44977 -0.2 0.3 -0.1 0.36
H -3.12702 -4.77542 0.26942 0.0 0.3 -0.6 0.01
H -4.33013 7.99384 -10.61221 -0.7 -0.5 1.1 0.32
C -1.99141 -5.55345 -7.09969 1.9 0.5 1.6 -0.73
H 1.89621 -0.21446 -0.18048 -0.6 -0.1 -0.9 0.25
H 1.31002 -4.89818 9.11685 -0.1 0.1 0.3 0.40
H 7.79580 0.59418 1.63691 0.0 -0.1 -0.3 0.21
C 2.29629 -6.11348 6.67410 -0.9 0.5 -2.2 1.64
H -7.82303 1.20658 -4.20583 -0.1 -0.4 0.5 0.22
C -2.94425 -6.47247 1.41183 0.6 -0.9 -1.7 -0.73
C 4.15051 -5.49299 8.81926 -1.2 -1.1 -0.1 -1.13
C -3.15979 3.76254 -8.03796 2.1 -0.4 0.2 -1.41
H -1.98517 -6.34118 1.91286 0.8 0.2 -1.0 0.38
H -2.29324 3.78809 -8.69867 0.3 0.6 -0.1 0.38
C 2.89146 3.16993 -5.94334 -0.2 1.6 -0.1 0.45
H -6.52953 0.62150 -1.38031 0.1 0.3 -0.1 0.45
C 9.03044 -6.39580 -1.26296 0.1 0.1 0.8 -0.77
H -0.95172 10.00180 1.49756 -0.2 -0.2 0.3 0.39
H -1.21389 -6.30188 -7.25270 0.5 -0.2 0.2 0.30
C -3.76045 -4.72419 2.75090 -0.6 0.8 0.1 -0.73
H 6.71081 -5.23047 -0.82197 -0.4 -0.2 0.0 0.35
H -4.50542 1.58156 5.05540 0.0 -0.1 0.1 0.36
H -0.09735 -1.94943 1.42913 -0.1 0.2 0.1 0.33
H -4.86507 7.72566 3.24548 0.4 -0.1 -0.1 0.39
C -1.27936 9.79612 0.47851 -0.6 0.4 1.3 -1.70
C -0.39426 7.50986 0.42898 -0.8 -0.4 0.7 -1.85
H -5.34744 4.39707 -6.69291 -0.5 0.2 -0.5 0.25
H 6.46086 1.59641 5.04798 0.1 -0.4 -0.1 0.30
H -3.32976 3.39569 6.98439 -0.4 0.5 -0.3 0.29
C -3.61933 7.17199 -10.69841 0.5 -1.1 -0.8 -0.79
H -3.00313 0.79317 4.55680 0.0 -0.6 0.6 0.34
H -1.50988 8.75765 -1.82525 0.1 0.3 0.2 0.41
H -2.73201 7.73461 -10.98864 0.5 -0.5 0.2 0.27
H 7.88190 -4.87364 0.40407 -0.1 1.1 0.5 0.46
H -3.40239 0.55875 7.20806 0.2 -0.3 -0.3 0.31
O -3.29722 6.23326 -9.66025 0.4 0.9 -0.2 -0.29
C 3.22931 -4.34105 8.29269 0.2 0.2 0.5 1.36
C 2.04340 -4.10418 9.25763 0.7 -0.2 -0.7 -1.62
H -8.26388 -0.25641 0.36675 0.6 -0.4 -0.2 0.33
N -2.16797 -6.11300 -0.96034 1.4 0.0 0.0 -0.59
H 3.62564 3.11201 -8.01883 0.1 -0.3 0.0 0.35
H -1.75047 -4.78203 -7.83110 -0.7 0.2 0.0 0.48
H 10.61344 -0.72670 4.78588 1.0 -0.3 0.7 0.33
H 6.81705 -2.25643 -2.97886 -0.5 0.2 0.0 0.43
H 0.82744 3.33356 5.28454 -0.4 0.7 0.3 0.26
O 8.64876 -5.05371 -1.46865 0.0 -0.2 -0.3 -0.32
H -6.78762 0.53568 -5.25004 0.1 -0.1 0.1 0.21
H 1.65724 3.24535 -4.11300 0.3 0.3 -0.1 0.45
H -4.67575 -6.15390 -8.59883 -0.2 -0.1 -0.8 0.28
N 8.44593 -2.33519 -1.00361 0.0 0.6 0.1 -0.76
H -4.20680 4.45183 -5.69665 1.0 0.2 0.0 0.28
H 1.39724 1.83914 -5.04953 0.0 -0.1 -0.3 0.32
C -6.98252 -0.20682 -1.92510 -0.1 0.0 -0.1 -0.73
C -5.15936 -0.73531 -3.59309 1.1 1.1 0.9 -1.41
H 3.71819 2.53364 -5.62750 -0.2 -0.2 0.0 0.28
C 1.60640 2.90443 -5.14707 0.0 -0.9 0.1 -1.32
H 4.29293 -5.42011 9.89746 0.7 1.0 -0.1 0.46
H -5.43064 9.96078 1.81950 0.0 -0.1 0.3 0.45
H -5.00001 6.45522 1.98313 0.5 -0.1 0.1 0.42
H 1.10368 -2.62010 0.38493 0.1 0.1 -0.3 0.41
H -9.05327 1.11489 -0.28927 0.1 0.4 -0.2 0.30
H 7.41335 2.14212 1.95072 0.0 0.1 0.0 0.22
C 2.48935 -6.27240 5.09752 0.2 0.9 0.7 -2.00
H -4.25580 -8.09705 -7.07176 -0.2 0.0 0.1 0.37
H -3.74435 3.02087 -8.58231 -1.1 0.4 0.5 0.33
H -0.74700 -3.38991 -4.96339 -0.7 -0.5 0.9 0.28
H 3.55775 -2.18819 8.05725 -0.1 0.1 0.2 0.37
C 2.68735 2.98586 -7.47865 -1.0 -0.3 1.2 -0.67
H -4.65723 -4.44671 3.30489 0.0 -0.5 0.3 0.28
C -4.09067 8.34144 1.23546 -2.0 0.6 -2.5 1.34
H -6.10373 7.74389 2.06755 0.1 0.5 -0.5 0.44
C -3.67508 8.82252 -1.33970 1.5 -0.6 0.8 -0.55
N 2.79292 -4.69808 6.92515 1.2 -1.4 -0.1 0.25
C 7.32359 2.05131 4.56130 0.5 0.1 0.4 -1.43
C -4.57183 -6.11300 -0.60092 0.1 0.4 0.0 -1.36
H -2.40098 -5.71963 -1.86093 0.1 -0.2 -0.1 0.20
H 4.13729 -7.69149 9.06595 -0.1 0.2 0.7 0.38
C 0.48296 -1.73617 0.53143 0.2 0.8 0.0 -1.47
C 3.47542 -6.88358 8.75403 0.7 1.3 -0.5 -0.68
H -3.92564 8.63685 -2.38413 -0.6 0.0 0.2 0.39
H 3.02997 0.05197 1.68278 -0.2 0.7 0.1 0.24
C -0.69666 -4.22815 -5.65831 0.3 1.1 0.3 -0.84
C -4.37092 9.85653 1.58667 0.5 -0.8 0.6 -1.72
H 5.58410 -3.45737 -2.42558 0.0 0.2 -0.1 0.35
H -3.91111 6.53046 -11.52991 -0.2 0.4 -0.5 0.29
O -8.41043 -0.20431 -1.73850 0.8 -0.5 -1.5 -0.33
H 7.05510 -3.93726 -3.23156 0.3 -0.3 0.4 0.27
H -3.01491 2.45063 4.76727 -0.1 0.4 0.4 0.28
H 0.14759 7.82984 1.31898 0.3 0.2 -0.2 0.38
N 7.36517 1.20266 2.31840 -1.0 -0.6 -1.2 -0.67
C 6.64586 -3.22696 -2.51316 0.1 0.3 -0.7 -1.54
C -1.70684 8.31918 0.31803 1.0 0.8 -1.6 1.51
N -6.91123 0.77810 -4.27738 0.4 1.5 -0.3 -0.68
H 2.56664 -6.78184 9.34722 0.0 -0.6 0.2 0.32
H 9.69893 -6.46464 -0.40478 0.0 0.0 0.5 0.29
H -0.41742 10.13051 -0.09885 -0.2 -0.4 -0.6 0.41
C -1.56245 1.75120 0.15811 0.4 -0.1 0.4 -0.75
H -2.22107 1.15589 0.79051 -0.2 -0.4 -0.1 0.31
C -8.88740 0.05320 -0.47199 -0.3 0.7 1.6 -0.79
H 10.75255 -2.41542 4.25145 -0.6 0.0 -0.4 0.24
H 2.84212 -1.46945 1.57561 -0.4 -0.5 -0.1 0.23
H -0.16974 0.51759 1.85548 -0.2 0.4 0.4 0.25
H -5.60396 8.43324 -0.40172 -0.1 0.6 0.2 0.43
H 7.12105 -0.84752 3.88355 -0.1 0.1 -0.5 0.38
C 4.14760 -3.08090 8.26518 -1.1 -0.5 -0.9 -1.90
H 2.56123 5.18512 -5.86339 0.0 0.2 0.1 0.26
H -9.85080 -0.41224 -0.26386 -0.1 -0.3 -0.6 0.26
H 2.54094 -8.10065 7.39913 -0.2 -0.1 -0.5 0.36
H -4.89215 -0.80649 -4.64743 -0.1 -0.4 0.1 0.37
H -3.79730 -3.99162 1.94462 0.4 -0.1 -0.4 0.30
H -2.16574 7.20512 -1.52338 -0.4 -0.2 0.1 0.42
H -2.90606 -4.50434 3.39104 0.3 -0.2 0.0 0.29
H 0.82224 1.82578 6.02363 0.7 -0.2 0.4 0.28
C 7.27778 -3.16892 -1.14864 0.1 -1.6 1.9 0.65
C -4.31990 5.76309 -8.81241 -1.1 1.8 -0.2 -0.69
H -4.62674 -7.10900 -1.04033 -0.2 -0.5 0.8 0.33
N -3.66881 -6.07785 -8.61816 -1.6 0.5 -0.6 -0.71
O -1.88774 -4.98862 -5.75069 0.8 0.1 -1.2 -0.24
H 0.72622 3.35896 -5.60180 0.1 0.1 -0.2 0.23
H 1.60000 -3.14368 8.99509 -0.2 -0.1 0.3 0.35
C 3.13724 -7.18990 7.34385 -0.8 -0.3 -0.7 -1.20
C -4.55550 8.15340 -0.29918 -0.5 -1.0 0.6 -1.23
H -4.75446 -5.52880 -1.50284 0.5 0.6 -0.1 0.36
C 0.42968 0.79775 0.98927 1.1 -1.5 0.6 -0.58
H -5.40351 -5.81235 0.03628 0.0 -0.6 0.3 0.35
H -3.76496 10.01180 2.47931 -0.2 0.6 0.2 0.41
H 5.05687 -5.53491 8.21523 0.3 0.3 0.3 0.39
C 8.05959 -0.33664 4.09854 0.5 -0.4 0.6 -0.86
H -4.18747 10.64720 0.85914 0.5 -0.4 -0.2 0.32
H -4.61053 7.09451 -0.55179 0.3 -0.4 0.3 0.44
O 9.15424 -1.13917 3.62786 -1.0 -0.8 -0.8 -0.32
H -1.14507 1.31441 7.78712 -0.2 1.0 0.8 0.44
C 7.57660 -4.60414 -0.60700 0.5 -0.9 -2.2 -0.84
C 10.06188 -1.64888 4.60288 -0.1 2.4 0.3 -0.73
H -1.92083 -7.08901 -1.04051 -0.2 0.0 -0.1 0.24
H -3.31246 -6.84613 -9.16849 0.0 -0.2 -0.1 0.26
C -6.57160 -0.30639 -3.39803 -2.3 -1.2 -0.4 0.76
C -3.06236 1.47237 6.72043 1.9 0.7 0.4 0.32
C -3.42813 1.54833 5.21803 -0.6 0.7 0.2 -1.29
N 3.35243 4.57590 -5.71190 0.0 -0.6 -0.9 -0.71
N -3.60487 2.58309 7.51743 -1.0 1.1 -1.6 -0.74
H -3.07389 -7.53927 1.22952 -0.1 -0.3 0.5 0.33
H 3.97659 -7.43522 6.69315 0.4 0.2 0.4 0.44
C 0.78666 -6.34415 7.00744 0.8 0.6 0.4 -1.79
H -1.11656 0.60800 6.35832 0.1 -0.1 -1.1 0.40
H -4.89106 6.63824 -8.50260 -0.4 0.0 0.2 0.39
H -4.54818 0.06181 -3.16982 0.5 0.1 -0.1 0.28
H 0.82472 3.23043 7.13775 0.1 0.2 -0.2 0.27
O -3.85899 -6.05948 2.33857 -2.0 0.3 0.9 -0.34
N 2.29013 -0.63491 1.71326 1.4 -0.2 2.3 -0.70
O -0.35101 1.08389 -0.11088 -0.4 -0.2 -1.0 -0.25
O -0.94829 2.70013 6.16925 -1.3 0.1 0.3 -0.27
H 0.32901 -7.08290 6.34950 -0.1 0.5 -0.4 0.44
H 9.26032 -2.75080 -1.43272 0.0 -0.2 -0.2 0.31
O -2.28738 7.70923 2.54261 1.1 0.3 1.6 -0.48
H 4.77909 -3.19668 7.38432 0.5 0.0 0.3 0.48
H -2.84281 5.79819 -7.38183 0.1 -0.2 0.3 0.23
H 3.08810 0.83887 -9.19836 0.4 0.1 0.2 0.28
C 2.10886 1.23843 -8.93462 0.2 0.6 -0.6 -0.76
N -2.73090 7.81839 1.25629 -0.8 -0.1 -1.9 0.35
C -3.67623 5.14186 -7.63232 0.0 -1.8 0.8 0.54
H 8.62019 -2.37353 -0.00949 0.4 0.4 0.2 0.21
H -2.03618 1.94595 -0.80406 0.0 0.2 0.2 0.23
H -0.57751 6.44938 0.60192 -0.2 -0.2 -0.2 0.40
H 3.69388 4.74002 -4.77563 -0.1 -0.2 0.1 0.24
C -3.17413 -5.83107 0.00205 -1.0 0.7 1.0 0.69
H -2.06154 6.77988 2.62574 0.0 -0.1 0.2 0.35
C -2.21344 8.23704 -1.17559 -1.0 0.3 1.0 -1.21
C 1.31682 -0.44983 0.71227 -0.7 0.0 -1.7 0.57
H 9.62757 -6.82745 -2.06621 -0.4 0.4 -0.5 0.25
H -0.19120 -1.57856 -0.31045 0.0 -0.3 0.0 0.31
H -3.25055 2.85713 8.42267 0.5 -1.3 0.3 0.28
H -0.48278 -3.60218 -6.52463 -0.1 -0.6 -0.9 0.33
H 0.62377 -6.77100 7.99707 0.3 0.2 0.3 0.37
H 1.93910 3.65794 -7.89881 0.3 1.0 0.2 0.31
H 7.96208 2.44676 5.35127 0.3 -0.5 0.2 0.37
H 0.19173 7.59548 -0.48612 0.1 0.2 0.2 0.41
H 1.41377 0.42304 -9.13479 -0.3 0.3 0.4 0.24
H -3.93660 -5.70802 -6.52234 -0.6 0.4 -0.6 0.34
```
Positions in Å, forces in eV/Å.

Results
- Energy relative to the best compared isomer or geometry (same formula, charge and spin): 96.7 kcal per mole
- Maximum force: 3.216 eV/A
- Kohn-Sham gap: 8.341 eV
- HOMO energy: -8.190 eV
- LUMO: 0.150 eV